Record 1
# C27H21CoN8O8S3

A structure of composition C27H21CoN8O8S3 (the ωB97M-V functional and the def2-TZVPD basis, the Open Molecules 2025 dataset).

The geometry in XYZ format:
```
68
Properties=species:S:1:pos:R:3:mulliken_spin:R:1
Co -0.298 0.394 -0.168 0.956
O -1.709 -3.165 4.125 0.000
C -1.330 -2.013 4.632 -0.001
O -1.275 -1.796 5.820 0.000
C -0.968 -0.941 3.662 0.000
C -0.599 0.334 4.031 -0.001
N -0.343 1.015 2.901 0.000
N -0.521 0.255 1.826 -0.007
C -0.898 -0.929 2.253 -0.005
C -1.151 -1.946 1.181 -0.004
O -1.591 -3.056 1.508 -0.001
O -0.884 -1.541 0.006 0.000
H -1.689 -3.163 3.119 0.000
H -0.521 0.773 5.013 0.000
H -0.070 1.977 2.787 -0.001
C 3.722 -1.229 -0.361 0.002
C 2.394 -0.987 -0.080 0.000
N 1.899 0.246 0.097 0.041
C 2.739 1.278 -0.001 -0.002
C 4.096 1.138 -0.290 0.003
C 4.584 -0.152 -0.462 0.000
C 5.028 2.286 -0.333 -0.001
C 4.920 3.493 -0.887 0.000
C 3.903 4.081 -1.785 0.000
C 3.906 5.460 -1.960 0.000
C 2.976 5.996 -2.830 0.000
N 2.111 5.239 -3.499 0.000
C 2.192 3.929 -3.269 0.000
N 3.038 3.309 -2.445 0.000
H 4.073 -2.244 -0.501 0.000
H 1.679 -1.801 0.002 -0.001
H 2.336 2.266 0.178 -0.001
H 5.635 -0.305 -0.683 0.000
H 5.956 2.101 0.200 0.000
H 5.745 4.172 -0.692 0.000
H 4.612 6.089 -1.431 0.000
H 2.920 7.065 -3.008 0.000
H 1.501 3.302 -3.819 0.000
O 3.058 -0.538 -9.619 0.000
S 2.583 0.724 -9.077 0.000
O 3.375 1.249 -7.983 0.000
O 2.179 1.706 -10.063 0.000
C 1.010 0.216 -8.298 0.000
N 0.016 -0.175 -9.113 0.000
C -1.087 -0.607 -8.525 0.000
C -1.244 -0.651 -7.146 0.000
C -0.177 -0.202 -6.392 0.000
N 0.945 0.224 -6.966 0.000
C -0.184 -0.158 -4.901 0.000
C -1.319 -0.398 -4.136 0.000
C -1.247 -0.313 -2.760 0.002
N -0.117 0.008 -2.118 -0.017
C 0.983 0.228 -2.851 -0.002
C 0.995 0.144 -4.226 -0.001
H -1.887 -0.939 -9.182 0.000
H -2.157 -1.025 -6.698 0.000
H -2.270 -0.644 -4.590 0.000
H -2.104 -0.525 -2.139 0.000
H 1.884 0.495 -2.316 -0.002
H 1.897 0.335 -4.795 0.000
C -3.933 4.160 -0.164 0.002
O -2.504 4.064 -0.250 -0.002
C -1.945 2.860 -0.235 -0.011
S -2.820 1.438 -0.208 0.048
S -0.246 2.843 -0.304 0.006
H -4.143 5.183 0.128 0.001
H -4.325 3.462 0.570 -0.002
H -4.382 3.947 -1.133 -0.001
```

Results
net charge	-1
gap between HOMO and LUMO (alpha / beta)	6.6 / 6.6	eV
energy relative to the best compared isomer or geometry (same formula, charge and spin)	0.0	kcal per mole
spin multiplicity	2
molar mass	740.647	g mol⁻¹

Record 2
# C27H21FN5SY

A structure of composition C27H21FN5SY (the ωB97M-V functional and the def2-TZVPD basis, the Open Molecules 2025 dataset).

The geometry in XYZ format:
```
56
Properties=species:S:1:pos:R:3:lowdin_charge:R:1
Y -1.039 0.238 -1.364 1.261
S -0.919 2.027 0.564 0.503
C -0.260 1.010 1.833 -0.808
N 0.221 1.580 2.910 0.061
N 0.764 0.862 3.852 0.020
C 1.250 1.446 5.030 -0.230
C 1.842 0.615 5.975 -0.036
C 2.333 1.154 7.153 -0.089
C 2.238 2.517 7.392 -0.096
C 1.646 3.337 6.440 -0.081
C 1.148 2.814 5.258 -0.024
N -0.196 -0.364 1.789 0.035
N -0.534 -0.929 0.720 -0.067
C -0.556 -2.351 0.762 -0.255
C -0.782 -3.062 1.936 -0.025
C -0.818 -4.445 1.896 -0.073
C -0.635 -5.120 0.694 -0.077
C -0.420 -4.406 -0.475 -0.065
C -0.386 -3.021 -0.445 -0.049
H 0.831 -0.143 3.733 0.138
H 1.918 -0.450 5.787 0.109
H 2.793 0.504 7.885 0.104
H 2.621 2.938 8.311 0.101
H 1.568 4.402 6.619 0.105
H 0.685 3.446 4.514 0.107
H -0.946 -2.527 2.861 0.105
H -1.000 -5.001 2.806 0.107
H -0.667 -6.201 0.671 0.106
H -0.272 -4.925 -1.413 0.111
H -0.174 -2.469 -1.356 0.073
C -3.229 -0.730 -2.077 -0.163
C -3.038 0.335 -3.006 -0.442
C -3.013 1.686 -2.549 -0.146
C -2.580 2.730 -3.361 -0.028
C -2.133 2.481 -4.650 -0.256
C -2.131 1.158 -5.121 -0.035
C -2.548 0.122 -4.325 -0.050
C -1.678 3.552 -5.488 -0.194
N -1.313 4.411 -6.160 0.152
H -3.300 -1.736 -2.477 0.049
H -3.886 -0.533 -1.232 0.052
H -3.406 1.915 -1.562 0.106
H -2.590 3.745 -2.984 0.129
H -1.777 0.958 -6.124 0.126
H -2.528 -0.890 -4.712 0.119
F 4.520 -0.239 -4.645 0.051
C 3.381 -0.238 -3.919 -0.292
C 2.363 0.618 -4.275 -0.019
C 1.196 0.586 -3.518 -0.161
C 1.013 -0.263 -2.414 -0.278
C 2.103 -1.090 -2.104 -0.149
C 3.279 -1.094 -2.840 -0.024
H 2.484 1.282 -5.121 0.118
H 0.402 1.270 -3.827 0.071
H 2.048 -1.768 -1.256 0.078
H 4.112 -1.739 -2.591 0.115
```

Results
gap between HOMO and LUMO (alpha / beta)	6.1 / 6.1	eV
energy relative to the best compared isomer or geometry (same formula, charge and spin)	5.1	kcal per mole
molar mass	555.471	g mol⁻¹

Record 3
# C27H21N2O2PtSe4Te

A structure of composition C27H21N2O2PtSe4Te in a non-equilibrium geometry (the ωB97M-V functional and the def2-TZVPD basis, the Open Molecules 2025 dataset).

The geometry in XYZ format:
```
58
Properties=species:S:1:pos:R:3:mulliken_spin:R:1
Pt -0.205 2.061 -1.555 1.047
Se -1.261 4.288 -1.400 0.748
Se -3.343 4.057 -2.074 0.424
Se -3.488 1.932 -3.413 0.274
Se -1.639 0.751 -3.163 0.778
O 0.271 1.827 1.654 0.003
C -0.512 0.954 1.289 -0.008
N -1.047 -0.020 2.049 0.004
C -1.940 -0.887 1.293 0.013
C -1.864 -0.197 -0.086 0.021
O -2.485 -0.551 -1.070 0.076
N -0.976 0.831 -0.013 0.286
C -3.340 -0.873 1.890 0.006
C -3.638 -1.733 2.942 0.002
C -4.874 -1.669 3.567 0.001
C -5.824 -0.751 3.139 0.000
C -5.532 0.104 2.087 0.000
C -4.291 0.048 1.468 -0.010
C -1.387 -2.303 1.127 -0.001
C -2.143 -3.236 0.420 -0.001
C -1.684 -4.533 0.268 -0.001
C -0.469 -4.915 0.827 0.002
C 0.289 -3.986 1.520 -0.001
C -0.166 -2.679 1.663 0.003
H -0.954 -0.041 3.050 0.001
H -2.905 -2.461 3.268 0.000
H -5.097 -2.341 4.384 0.000
H -6.791 -0.708 3.620 0.000
H -6.274 0.813 1.745 0.000
H -4.075 0.718 0.645 0.003
H -3.088 -2.938 -0.016 0.001
H -2.279 -5.252 -0.279 0.000
H -0.118 -5.933 0.722 0.000
H 1.231 -4.280 1.964 0.000
H 0.436 -1.957 2.200 0.000
Te 1.955 2.772 -0.120 0.232
C 3.446 3.408 -1.498 0.012
C 3.349 3.438 -2.884 0.010
C 4.446 3.814 -3.644 0.017
C 5.637 4.170 -3.025 0.001
C 5.733 4.158 -1.642 0.001
C 4.637 3.781 -0.876 0.000
C 2.269 0.712 -0.532 0.064
C 2.530 -0.172 0.508 -0.013
C 2.735 -1.515 0.230 0.007
C 2.665 -1.983 -1.076 0.012
C 2.398 -1.105 -2.113 -0.005
C 2.209 0.248 -1.848 0.024
H 2.419 3.187 -3.382 -0.017
H 4.369 3.834 -4.723 0.001
H 6.486 4.469 -3.625 0.000
H 6.656 4.441 -1.155 0.000
H 4.718 3.776 0.205 -0.007
H 2.570 0.187 1.529 -0.007
H 2.954 -2.201 1.038 0.000
H 2.838 -3.030 -1.284 0.001
H 2.351 -1.463 -3.133 -0.001
H 2.091 0.934 -2.678 -0.005
```

Results
net charge	+1
gap between HOMO and LUMO (alpha / beta)	6.4 / 5.2	eV
spin multiplicity	5
molar mass	1043.995	g mol⁻¹

Record 4
# C27H21N3O5Pt

A structure of composition C27H21N3O5Pt in a non-equilibrium geometry (the ωB97M-V functional and the def2-TZVPD basis, the Open Molecules 2025 dataset).

The geometry in XYZ format:
```
57
Properties=species:S:1:pos:R:3:lowdin_charge:R:1
Pt 0.150 -0.077 -0.085 1.289
O -1.518 -2.525 3.383 0.076
C -0.318 -2.801 3.922 -0.244
C -0.284 -3.609 5.057 -0.004
C 0.919 -3.947 5.638 -0.068
C 2.114 -3.474 5.108 -0.087
C 2.094 -2.660 3.998 -0.023
C 0.889 -2.309 3.381 -0.081
C 0.893 -1.479 2.187 -0.347
O -0.217 -1.376 1.480 -0.200
N 1.996 -0.850 1.829 0.088
N 1.882 -0.113 0.756 -0.187
C 2.767 0.705 0.175 -0.032
C 2.313 1.407 -0.954 -0.228
C 3.066 2.359 -1.678 -0.003
C 2.542 2.945 -2.797 -0.043
C 1.249 2.594 -3.229 -0.025
C 0.532 1.699 -2.470 -0.092
N 1.023 1.123 -1.379 -0.085
H -1.350 -1.956 2.602 0.061
H -1.224 -3.968 5.451 0.120
H 0.931 -4.585 6.510 0.107
H 3.055 -3.752 5.561 0.101
H 3.005 -2.287 3.561 0.108
H 3.769 0.808 0.563 0.133
H 4.049 2.613 -1.316 0.118
H 3.109 3.679 -3.347 0.113
H 0.818 3.023 -4.118 0.111
H -0.478 1.418 -2.740 0.122
O -1.946 0.083 -0.900 -0.115
C -2.860 1.006 -0.293 -0.306
C -2.134 1.968 0.895 -0.665
O -2.916 2.731 1.399 0.070
O -0.942 1.736 1.053 -0.058
C -3.904 0.308 0.505 -0.161
C -5.133 0.924 0.733 -0.014
C -6.074 0.312 1.535 -0.064
C -5.800 -0.909 2.134 -0.084
C -4.572 -1.517 1.933 -0.072
C -3.630 -0.912 1.125 -0.027
C -3.344 1.905 -1.410 -0.164
C -2.929 3.218 -1.580 -0.014
C -3.306 3.925 -2.711 -0.077
C -4.082 3.328 -3.686 -0.095
C -4.523 2.028 -3.508 -0.079
C -4.161 1.322 -2.375 -0.027
H -2.285 -0.806 -0.709 0.093
H -5.333 1.881 0.280 0.125
H -7.025 0.795 1.701 0.104
H -6.536 -1.380 2.768 0.099
H -4.331 -2.453 2.415 0.104
H -2.668 -1.396 1.019 0.088
H -2.315 3.692 -0.833 0.117
H -2.983 4.949 -2.829 0.101
H -4.338 3.868 -4.586 0.099
H -5.150 1.559 -4.251 0.101
H -4.508 0.308 -2.236 0.124
```

Results
gap between HOMO and LUMO	6.1	eV
molar mass	662.559	g mol⁻¹

Q: Which energy values were calculated for the entries above? A: -126777.70769 -50384.53120 -307334.07506 -46293.42517, in eV.